The following is a quantum chemistry calculation of a cluster of 2 separate species, C8H8N4O4 in total in a non-equilibrium geometry, from the OMol25 dataset.

Output
SMILES: O=c1cc[nH]c(=O)[nH]1.O=c1cc[nH]c(=O)[nH]1
Kohn-Sham gap (eV): 9.61
Total energy (eV): -22574.73682
Relative energy (zero: lowest compared OMol25 entry of this formula, charge and spin) (kJ/mol): 404.6

Cartesian coordinates (Å):
C  -0.60  2.76  1.59
C  -1.08  3.20  0.23
C  -2.21  2.94  -0.29
C  -3.12  2.00  1.77
C  2.32  -4.01  -0.59
C  2.19  -3.57  -1.88
C  2.05  -2.40  -2.36
C  2.02  -1.53  -0.14
H  -1.81  2.18  3.21
H  -0.47  3.76  -0.48
H  -2.47  3.40  -1.27
H  -4.23  1.96  0.03
H  2.10  -3.03  1.21
H  2.17  -4.36  -2.75
H  1.61  -2.19  -3.31
H  1.71  -0.34  -1.74
N  -1.76  2.28  2.22
N  -3.22  2.16  0.44
N  2.56  -2.80  0.30
N  2.24  -1.32  -1.45
O  0.36  3.00  2.21
O  -4.02  1.71  2.58
O  2.23  -5.16  -0.10
O  1.42  -0.65  0.60